# 1
Density functional theory data (the ωB97M-V functional and the def2-TZVPD basis) for a molecular structure, C11H28BBr2O6PSi2.

Results
Charge: 0
Relative energy (zero: lowest compared OMol25 entry of this formula, charge and spin) in kcal per mole: 10.97
Frontier orbital gap in Eh: 0.3289
HOMO level in eV: -8.9
Molecular weight in g/mol: 514.11

Atoms and positions in Å:
C: -2.57722 2.28933 -2.00409
O: -1.97821 0.98238 -2.09277
B: -0.73278 0.95945 -2.67389
O: -0.52683 1.53519 -3.90696
Si: 0.73746 0.09192 -1.58484
C: 0.04014 -1.35496 -0.62749
C: 0.97374 -2.47534 -0.13533
C: 0.57378 -3.06672 1.20446
O: -0.33400 -4.14703 0.98411
O: 1.23663 1.30378 -0.59456
C: 1.90647 0.99942 0.62700
C: 1.27483 1.71510 1.81912
C: 1.81307 1.08506 3.09438
C: -0.26056 1.83364 1.69605
C: -1.11134 1.70246 2.96531
C: -2.47856 2.32455 2.66191
C: -1.32403 0.23765 3.35994
O: 2.06153 -0.32856 -2.53068
Si: 2.16663 -1.61805 -3.50954
Br: 3.90675 -1.29554 -4.85618
P: 0.37866 -1.74592 -4.90806
O: 1.12636 -2.64098 -6.05958
Br: -0.79353 -3.34711 -3.85563
H: -3.26053 2.44673 -2.83201
H: -3.11451 2.33220 -1.06227
H: -1.82352 3.07201 -1.99460
H: -1.05875 1.12234 -4.58726
H: -0.44800 -0.89241 0.23464
H: -0.77725 -1.76603 -1.21976
H: 0.94116 -3.29656 -0.85042
H: 2.01300 -2.15065 -0.09344
H: 1.46116 -3.46098 1.70161
H: 0.11108 -2.31413 1.84224
H: -1.04466 -4.10055 1.61933
H: 2.93592 1.34553 0.52935
H: 1.95522 -0.07560 0.81764
H: 1.66535 2.73362 1.79056
H: 2.90098 1.15649 3.10043
H: 1.55836 0.03111 3.17986
H: 1.46396 1.61062 3.97860
H: -0.65510 1.11867 0.97572
H: -0.46414 2.81793 1.27664
H: -0.66322 2.25500 3.78996
H: -2.42817 3.41021 2.63031
H: -2.81953 1.98693 1.68149
H: -3.22957 2.01620 3.38433
H: -0.46090 -0.19929 3.85216
H: -1.53857 -0.34208 2.46154
H: -2.18171 0.14188 4.02159
H: 2.42151 -2.87332 -2.78544
H: 0.46144 -3.16561 -6.51547

Forces on atoms 1 to 2 (eV/Å):
-0.19 -0.37 -0.07
0.31 0.37 0.45

# 2
Density functional theory data (the ωB97M-V functional and the def2-TZVPD basis) for a single C4H2O2 molecule.

Results
Charge: 0
Relative energy (zero: lowest compared OMol25 entry of this formula, charge and spin) in kcal per mole: 8.84
Frontier orbital gap in Eh: 0.3446
HOMO level in eV: -10.4
Molecular weight in g/mol: 82.06
Structure (SMILES): C#CC(=O)C=O

Atoms and positions in Å:
C: 2.15564 -0.08532 -0.34317
C: 1.00870 0.15742 -0.06200
C: -0.34065 0.60058 0.20176
O: -0.59109 1.78268 0.23446
C: -1.50696 -0.42894 0.21326
O: -1.35315 -1.54463 -0.20849
H: 3.13924 -0.44983 -0.52758
H: -2.51174 -0.03194 0.49176

Forces on atoms 1 to 2 (eV/Å):
-0.79 -0.27 0.39
0.79 -0.38 -0.16

# 3
Density functional theory data (the ωB97M-V functional and the def2-TZVPD basis) for 3 unconnected molecules or ions with the total composition C9H19O5P.

Results
Charge: 0
Relative energy (zero: lowest compared OMol25 entry of this formula, charge and spin) in kcal per mole: 0.00
Frontier orbital gap in Eh: 0.3248
HOMO level in eV: -8.3
Molecular weight in g/mol: 238.22
Structure (SMILES): COC(=O)P(C)O.CC(C)=O.CC(C)=O

Atoms and positions in Å:
C: 3.60455 -0.38203 0.08951
O: 3.03865 0.43224 1.12220
C: 2.36546 1.49184 0.54758
O: 2.80782 2.60908 0.60997
P: 0.69518 1.24089 -0.27915
C: -0.07033 -0.22541 0.51425
O: 1.14116 0.66539 -1.79000
H: 4.27463 -1.09250 0.53947
H: 2.82737 -0.90720 -0.44722
H: 4.17053 0.21048 -0.61915
H: 0.62464 -0.79466 1.11960
H: -0.43979 -0.86835 -0.27089
H: -0.91010 0.08431 1.10928
H: 0.34700 0.76642 -2.31170
C: 1.56944 -2.23566 -3.17706
C: 1.42179 -3.12377 -1.96581
C: 0.37631 -4.21092 -2.04097
O: 2.10430 -2.97648 -0.98089
H: 2.34379 -1.49545 -2.99971
H: 1.84110 -2.83825 -4.04581
H: 0.62840 -1.72156 -3.37352
H: 0.59918 -4.88709 -2.86742
H: -0.61007 -3.77099 -2.19685
H: 0.37157 -4.77455 -1.11131
C: -3.01021 2.74258 3.67055
C: -2.98598 2.76866 2.16113
C: -4.28847 3.07583 1.46195
O: -1.97190 2.55539 1.54146
H: -2.01582 2.51261 4.04478
H: -3.32032 3.71463 4.05639
H: -3.70890 1.98104 4.02039
H: -4.64942 4.06112 1.75991
H: -5.03851 2.32765 1.72295
H: -4.13301 3.06471 0.38608

Forces on atoms 1 to 2 (eV/Å):
-0.23 -0.17 -0.24
-0.08 0.67 -0.20

# 4
Density functional theory data (the ωB97M-V functional and the def2-TZVPD basis) for a molecular structure, C21H13BrCl5N4O5RuS2.

Results
2S+1: 2
Charge: 0
Relative energy (zero: lowest compared OMol25 entry of this formula, charge and spin) in kcal per mole: 2.84
Frontier orbital gap (alpha / beta) in Eh: 0.2895 / 0.2607
HOMO level (alpha / beta) in eV: -8.2 / -8.2
Molecular weight in g/mol: 823.73

Atoms and positions in Å:
Ru: -0.23068 -0.17421 -0.56961
Br: -2.35054 0.25545 2.44045
C: -1.37168 1.68739 1.70448
C: -1.50728 2.92903 2.31362
C: -1.03964 4.04848 1.65426
C: -0.52933 3.89795 0.37258
C: -0.41212 2.63109 -0.14536
N: -0.73873 1.51927 0.54746
C: -0.03175 2.43109 -1.59205
O: 0.18120 3.37871 -2.30623
O: 0.00558 1.17921 -1.96621
H: -2.01130 2.98962 3.26597
H: -1.13412 5.02668 2.10540
H: -0.24213 4.72701 -0.25733
Cl: 0.70106 -1.15273 2.69087
C: 1.99801 -0.98110 1.55402
C: 1.73087 -0.46587 0.28566
C: 2.88666 -0.27924 -0.48854
Cl: 2.75198 0.40383 -2.08012
C: 4.18009 -0.59453 -0.07290
Cl: 5.53925 -0.34116 -1.09736
C: 4.37615 -1.13125 1.19411
Cl: 5.95360 -1.53995 1.73653
C: 3.27162 -1.31576 2.01498
Cl: 3.50328 -1.94912 3.60018
N: -2.45858 -1.17582 -7.23887
C: -2.75591 -0.77625 -5.94916
C: -2.15632 0.36441 -5.40405
C: -2.41931 0.74434 -4.10209
C: -3.28105 -0.02155 -3.32296
C: -3.89259 -1.15090 -3.85334
C: -3.63179 -1.52586 -5.15712
S: -3.53045 0.40014 -1.63896
O: -3.28113 1.80409 -1.49220
O: -4.76524 -0.19106 -1.19864
N: -2.32153 -0.35637 -0.87450
C: -2.39614 -1.55432 -0.27884
S: -3.62626 -2.73469 -0.08929
C: -2.47659 -3.74558 0.73070
C: -1.27556 -3.14359 0.81131
N: -1.24605 -1.88525 0.26285
H: -2.08316 -0.47450 -7.85446
H: -3.11118 -1.79959 -7.68228
H: -1.48845 0.96206 -6.01313
H: -1.95998 1.63250 -3.68966
H: -4.58214 -1.72205 -3.24571
H: -4.11253 -2.40308 -5.57324
H: -2.75949 -4.71137 1.11195
H: -0.39621 -3.55093 1.28306
O: 0.23217 -1.60038 -2.16568
H: -0.17624 -1.17677 -2.93821
H: 1.18233 -1.53511 -2.35034

Forces on atoms 1 to 2 (eV/Å):
0.23 -0.25 0.21
0.15 0.12 0.17

# 5
Density functional theory data (the ωB97M-V functional and the def2-TZVPD basis) for a molecular structure, C22H23AuN6O2Si.

Results
2S+1: 3
Charge: 0
Relative energy (zero: lowest compared OMol25 entry of this formula, charge and spin) in kcal per mole: 8.34
Frontier orbital gap (alpha / beta) in Eh: 0.2423 / 0.2308
HOMO level (alpha / beta) in eV: -7.8 / -8.3
Molecular weight in g/mol: 628.52

Atoms and positions in Å:
Au: -0.28433 0.31842 0.96430
C: -3.49258 3.75261 6.92645
O: -2.33213 4.03062 6.15798
C: -2.49808 4.56392 4.93137
C: -3.73702 4.91203 4.38295
C: -3.79433 5.44189 3.11215
C: -2.62774 5.63072 2.34662
C: -1.37807 5.30269 2.93343
C: -1.32394 4.77494 4.19455
N: -2.78376 6.07238 1.07618
N: -1.68189 6.24353 0.35438
C: -1.22123 5.32260 -0.39834
C: 1.17807 5.93008 -0.53009
C: 1.73135 5.05456 0.30839
C: 1.16247 3.73698 0.63904
O: 1.07569 3.25839 1.72074
C: -0.79740 2.88290 -0.94688
N: -1.24043 1.55616 -1.05203
C: -2.51454 1.31976 -0.92740
C: -3.47699 2.31480 -0.64218
C: -3.05331 3.61245 -0.42141
C: -1.71548 3.95370 -0.56422
H: -3.14040 3.29349 7.84474
H: -4.15262 3.05780 6.40320
H: -4.03691 4.66906 7.16428
H: -4.65140 4.76835 4.93920
H: -4.74413 5.71177 2.66851
H: -0.46647 5.47397 2.37896
H: -0.37862 4.50202 4.64514
H: 1.65706 6.87936 -0.73559
H: 2.61720 5.31928 0.86772
H: -2.81777 0.28281 -1.02354
H: -4.51777 2.04349 -0.54607
H: -3.76194 4.38213 -0.14849
C: 0.93144 -3.51474 2.50223
Si: 0.96889 -1.76302 3.16574
C: 1.02928 -1.81953 5.04203
C: 2.54190 -0.93577 2.57097
C: -0.57304 -0.86120 2.62164
H: 1.78694 -4.09264 2.86078
H: 0.96245 -3.51339 1.40959
H: 0.02124 -4.03608 2.80789
H: 1.87386 -2.41636 5.39564
H: 0.11463 -2.25027 5.45664
H: 1.13666 -0.81176 5.45228
H: 3.42379 -1.35043 3.06774
H: 2.51197 0.13867 2.76938
H: 2.66181 -1.06928 1.49289
H: -0.95894 -0.21384 3.41476
H: -1.36585 -1.56191 2.34535
N: -0.51772 6.99921 -3.26733
C: -0.30184 6.40470 -2.30600
N: -0.05239 5.70494 -1.17895
C: 0.51784 3.26002 -1.79006
N: 0.60988 2.98795 -0.53231

Forces on atoms 1 to 2 (eV/Å):
-0.66 -0.20 -0.36
0.02 0.01 -0.01